A molecular structure, C27H33Co2O8Si2 in a non-equilibrium geometry, computed with the ωB97M-V functional and the def2-TZVPD basis.

As for the orbital gap: 5.5 eV. The total energy is -135924.82931 eV. The HOMO energy comes out at -3.079 eV. The total charge is -1. The relative energy (zero: lowest compared OMol25 entry of this formula, charge and spin) is 0.0 kJ/mol.

Atoms and positions in Å:
C  -2.04252  -2.96284  2.33895
Si  -1.74646  -3.24066  0.52689
C  -2.08372  -4.98281  -0.01386
C  -2.59498  -2.00530  -0.57933
O  -0.11106  -2.97171  0.17956
C  0.65116  -1.86924  0.53212
C  1.09781  -1.05215  -0.48919
O  0.65779  -1.26508  -1.75681
Si  1.11441  -2.48206  -2.83917
C  -0.32840  -3.63332  -3.06814
C  1.46580  -1.50481  -4.38092
C  2.60500  -3.42268  -2.23022
C  2.08556  0.03610  -0.24911
C  3.02743  -0.35397  0.88165
C  2.22992  -0.77177  2.10789
C  1.41331  -2.01863  1.80809
H  -3.12529  -2.95017  2.52720
H  -1.60507  -3.78043  2.92748
H  -1.62137  -2.01651  2.70385
H  -3.13016  -5.22132  0.22277
H  -1.93371  -5.12520  -1.08946
H  -1.43483  -5.68800  0.52036
H  -3.56473  -1.72370  -0.15539
H  -1.99877  -1.09338  -0.70772
H  -2.76459  -2.41401  -1.58044
H  -0.16121  -4.18679  -4.00367
H  -0.41527  -4.36196  -2.25543
H  -1.27095  -3.08151  -3.15863
H  1.75763  -2.17217  -5.20325
H  0.56805  -0.94696  -4.68045
H  2.27634  -0.78404  -4.20919
H  2.90019  -4.13525  -3.01646
H  3.46269  -2.76531  -2.03362
H  2.38929  -3.99883  -1.31960
H  2.64940  0.24843  -1.17018
H  1.53736  0.95503  0.03889
H  3.65281  -1.19147  0.55240
H  3.69343  0.48076  1.12139
H  2.90473  -0.97736  2.94606
H  1.56885  0.05267  2.41008
H  0.72729  -2.25177  2.63719
H  2.10733  -2.87654  1.69272
O  -0.60888  5.62219  4.49759
C  -0.41073  4.83674  3.66454
Co  -0.74874  3.38284  2.60711
C  -2.15955  2.76906  3.47890
O  -3.12675  2.40590  3.99949
C  -1.60555  4.33491  1.40089
O  -2.23674  5.00857  0.70821
C  0.80492  2.47957  2.34766
C  -0.20722  1.93993  1.62666
C  -0.77520  1.08614  0.73354
C  -1.31903  1.66055  -0.50504
C  -2.57914  1.27543  -1.02792
C  -3.06069  1.82913  -2.21328
C  -2.30964  2.79025  -2.89776
C  -1.08902  3.21551  -2.36875
C  -0.60864  2.67553  -1.17738
Co  1.44325  4.35360  2.18283
C  2.18993  5.41810  3.34413
O  2.66066  6.17522  4.07524
C  1.02372  5.45051  0.88323
O  0.85358  6.22605  0.04062
C  2.94545  3.82934  1.49165
O  3.96085  3.48369  1.05545
H  1.45340  1.90968  3.02430
H  -1.04242  0.06753  1.03343
H  -3.17109  0.54873  -0.46674
H  -4.03884  1.51593  -2.57524
H  -2.69205  3.22500  -3.82238
H  -0.50674  3.98889  -2.86622
H  0.35042  3.00217  -0.76004

***

A molecular structure, C24H21N3O7RhS, computed with the ωB97M-V functional and the def2-TZVPD basis.

As for the orbital gap: 7.5 eV. The total energy is -57866.00001 eV. The HOMO energy comes out at -12.132 eV. The total charge is +1. The relative energy (zero: lowest compared OMol25 entry of this formula, charge and spin) is 127.5 kJ/mol.

Atoms and positions in Å:
Rh  -1.00160  -0.45429  0.87576
O  1.43871  0.81489  2.35045
C  1.78959  0.09221  1.44774
O  0.96174  -0.65067  0.72889
C  3.22905  -0.04845  1.05078
C  3.66728  -0.99700  0.13396
C  5.01172  -1.09758  -0.19018
C  5.93295  -0.24203  0.39364
C  5.47199  0.69919  1.29594
C  4.14259  0.81353  1.64388
N  6.44750  1.62325  1.91770
O  6.00820  2.50552  2.62365
O  7.62134  1.43710  1.67683
H  2.94584  -1.65878  -0.32508
H  5.34791  -1.84105  -0.90048
H  6.98687  -0.29148  0.16394
H  3.81694  1.55215  2.36089
O  -0.94628  0.62339  -0.75574
C  -0.84343  1.72543  -0.06864
O  -0.99797  1.53186  1.17310
C  -0.57698  3.01392  -0.67755
C  -0.33653  4.10831  0.15193
C  -0.08978  5.34307  -0.42047
C  -0.08684  5.47670  -1.80343
C  -0.31980  4.38095  -2.62690
C  -0.56261  3.14078  -2.06603
H  -0.33044  3.97686  1.22610
H  0.10630  6.20100  0.20794
H  0.10217  6.44617  -2.24579
H  -0.30742  4.49732  -3.70194
H  -0.73903  2.27456  -2.69026
N  -8.34072  0.43786  1.35503
C  -7.20732  0.27398  1.27755
C  -5.78854  0.06388  1.17312
C  -5.02113  -0.12933  2.31560
C  -3.66609  -0.33901  2.16609
N  -3.07493  -0.36475  0.96699
C  -3.81246  -0.17314  -0.13184
C  -5.17383  0.04190  -0.07345
H  -5.46550  -0.11153  3.29968
H  -3.03027  -0.49187  3.02858
H  -3.28403  -0.19134  -1.07425
H  -5.74243  0.19241  -0.97940
O  -1.05243  -2.45299  0.68674
S  0.23717  -3.24482  0.27559
C  -0.47288  -4.82360  -0.18145
C  -1.15061  -4.53399  -1.50505
C  0.00166  -3.91881  -2.27915
C  0.46400  -2.74412  -1.42739
H  -1.02002  -5.29393  0.63025
H  0.42608  -5.42458  -0.37513
H  -1.92025  -3.77315  -1.35452
H  -1.61523  -5.40584  -1.95841
H  -0.25002  -3.59795  -3.28889
H  0.80596  -4.65405  -2.37408
H  -0.22851  -1.90790  -1.53755
H  1.49233  -2.43022  -1.58525

***

2 unconnected molecules or ions with the total composition C2H4N3 in a non-equilibrium geometry, computed with the ωB97M-V functional and the def2-TZVPD basis.

As for the orbital gap (spin up / spin down): 9.5 / 9.5 eV. The total energy is -6596.30928 eV. The HOMO energy (spin up / spin down) comes out at -16.228 / -16.228 eV. The total charge is +1. The relative energy (zero: lowest compared OMol25 entry of this formula, charge and spin) is 497.6 kJ/mol.

Atoms and positions in Å:
C  -0.41903  0.40429  -1.58698
C  0.21332  -0.61221  1.14358
N  1.49616  -0.02818  0.94432
N  1.27220  -0.86366  0.07632
N  -1.44677  0.67596  -2.05581
H  0.17154  -1.26866  2.00780
H  -0.87935  -0.22263  0.77647
H  1.98349  0.86258  1.09604
H  -2.39155  1.05251  -2.40175